{
  "formula": "C3H8N2O",
  "method": "ωB97M-V with the def2-TZVPD basis set",
  "smiles": "[H]/N=C/N.C=CO",
  "fmax_ev_per_a": 1.17,
  "e_above_lowest_kj_mol": 224.42,
  "gap_ev": 9.97,
  "elements": ["H", "N", "C", "N", "H", "H", "H", "C", "C", "O", "H", "H", "H", "H"],
  "positions_angstrom": [[-1.991996, -3.143729, -2.126452], [-1.413653, -2.312146, -2.041555], [-1.971128, -1.487638, -1.241559], [-1.648368, -0.156122, -1.258340], [-2.671202, -1.833666, -0.478106], [-0.884553, 0.056284, -1.886944], [-1.483494, 0.280376, -0.355318], [1.688387, 2.073361, 0.525482], [1.973279, 1.002954, 1.261494], [1.371816, 0.838739, 2.483817], [2.390242, 2.341255, -0.248697], [0.783007, 2.602881, 0.791225], [2.771617, 0.317262, 1.017837], [1.353159, -0.098222, 2.709384]],
  "forces_ev_per_a": [[0.433, -0.345, 0.454], [-0.790, 0.554, -0.654], [0.726, -0.836, -0.102], [0.427, 0.388, 0.718], [-0.362, 0.495, -0.091], [-0.044, -0.157, -0.138], [-0.355, -0.083, -0.164], [0.076, -0.922, 0.422], [0.143, 0.894, 0.280], [-0.331, -0.615, -0.385], [-0.483, 0.102, -0.379], [0.325, 0.576, -0.134], [0.185, -0.122, 0.088], [0.051, 0.070, 0.087]]
}


{
  "formula": "C5H10O",
  "method": "ωB97M-V with the def2-TZVPD basis set",
  "smiles": "C[C@H]1CCC1=O.[H][H]",
  "fmax_ev_per_a": 0.58,
  "e_above_lowest_kj_mol": 161.92,
  "gap_ev": 10.47,
  "elements": ["C", "C", "C", "C", "C", "O", "H", "H", "H", "H", "H", "H", "H", "H", "H", "H"],
  "positions_angstrom": [[1.562996, -0.944656, 0.036694], [0.377809, -0.044658, 0.351440], [0.460217, 1.464191, -0.015855], [-0.860364, 1.367473, -0.824105], [-0.813103, -0.143772, -0.604860], [-1.419367, -1.073607, -1.068285], [1.310153, -1.993754, 0.219043], [1.856394, -0.847799, -1.014982], [2.428080, -0.683832, 0.655560], [0.042402, -0.196233, 1.386351], [0.443502, 2.154095, 0.830875], [1.327266, 1.694837, -0.642150], [-1.726627, 1.829644, -0.338503], [-0.838037, 1.683124, -1.871400], [-2.095520, -2.108981, 1.809956], [-1.975226, -2.034165, 1.078780]],
  "forces_ev_per_a": [[0.036, -0.047, -0.006], [0.049, -0.070, 0.060], [0.140, 0.141, 0.054], [-0.119, 0.051, -0.087], [-0.250, -0.343, -0.176], [0.298, 0.468, 0.162], [0.036, 0.148, -0.031], [-0.041, 0.000, 0.145], [-0.130, -0.041, -0.069], [0.014, 0.029, -0.160], [0.008, -0.101, -0.137], [-0.126, -0.049, 0.086], [0.112, -0.086, -0.053], [-0.008, -0.051, 0.145], [0.004, -0.007, -0.022], [-0.025, -0.041, 0.088]]
}


{
  "formula": "C16H41O18S5Tl",
  "method": "ωB97M-V with the def2-TZVPD basis set",
  "charge": 1,
  "multiplicity": 2,
  "fmax_ev_per_a": 3.65,
  "e_above_lowest_kj_mol": 0.00,
  "gap_ev": [10.02, 5.63],
  "elements": ["Tl", "O", "C", "O", "O", "H", "O", "S", "O", "O", "C", "C", "C", "H", "H", "H", "H", "H", "H", "H", "H", "O", "S", "O", "O", "C", "C", "C", "H", "H", "H", "H", "H", "H", "H", "H", "O", "S", "O", "O", "C", "C", "C", "H", "H", "H", "H", "H", "H", "H", "H", "O", "S", "O", "O", "C", "C", "C", "H", "H", "H", "H", "H", "H", "H", "H", "O", "S", "O", "O", "C", "C", "C", "H", "H", "H", "H", "H", "H", "H", "H"],
  "positions_angstrom": [[-1.134003, -1.597232, 3.597372], [1.658504, 0.519082, 0.265650], [0.813825, -0.097310, 1.042807], [0.545053, 0.410214, 2.152224], [0.374361, -1.235743, 0.789354], [1.755094, -0.215237, -0.345128], [-2.321892, 0.730102, 1.581864], [-2.697298, 1.830907, 0.671667], [-3.500493, 1.546046, -0.516700], [-3.613146, 2.946041, 1.559458], [-3.327630, 3.038760, 2.960522], [-4.363895, 3.961100, 3.488598], [-1.275864, 2.846887, 0.184032], [-2.266009, 3.244437, 3.097497], [-3.560519, 2.116013, 3.491936], [-5.297708, 3.519337, 3.140836], [-4.355087, 4.942527, 3.014427], [-4.396257, 4.062781, 4.573366], [-0.587681, 2.075001, -0.160494], [-0.872222, 3.265179, 1.106090], [-1.582073, 3.513717, -0.621981], [1.756565, 5.987712, 4.082361], [1.367491, 5.040614, 3.015156], [0.503899, 5.386694, 1.872311], [2.827878, 4.500020, 2.356413], [2.712823, 3.839589, 1.069309], [3.901547, 3.007691, 0.732520], [0.759021, 3.480585, 3.843996], [2.609244, 4.637048, 0.333485], [1.928960, 3.084070, 1.015874], [3.684464, 2.690473, -0.287464], [3.885158, 2.117264, 1.360986], [4.853549, 3.537376, 0.767605], [-0.162613, 3.785482, 4.339706], [1.453975, 3.188657, 4.631346], [0.548839, 2.765670, 3.048511], [-2.620372, -2.244250, 1.102519], [-2.674851, -2.804690, -0.289243], [-2.227537, -4.134294, -0.552923], [-4.262902, -2.642962, -0.867194], [-5.062275, -1.461145, -0.492831], [-6.617363, -1.738101, -0.600114], [-1.879833, -1.688326, -1.511641], [-4.764947, -0.675391, -1.187298], [-4.769842, -1.131338, 0.504072], [-6.890972, -2.485116, 0.145013], [-6.827870, -1.998074, -1.637519], [-7.138944, -0.819849, -0.330200], [-0.797391, -1.652478, -1.388598], [-2.381464, -0.723233, -1.440540], [-2.098829, -2.061925, -2.511923], [1.895981, -0.982990, -2.839319], [2.463147, 0.134809, -3.632130], [3.706841, 0.035559, -4.390653], [1.308616, 0.635794, -4.709225], [1.641821, 1.331553, -5.923845], [1.700201, 0.442821, -7.206507], [2.549137, 1.571243, -2.517114], [2.540639, 1.934274, -5.793629], [0.858622, 2.057436, -6.142451], [2.003418, 1.099022, -8.022323], [0.654467, 0.194835, -7.388292], [2.228304, -0.493044, -7.023849], [2.978742, 2.423218, -3.044062], [3.180032, 1.302056, -1.669996], [1.515636, 1.675320, -2.186712], [0.308584, -6.084945, 0.657926], [0.992168, -4.858352, 1.103893], [0.375156, -3.973430, 2.065155], [2.474630, -5.266206, 1.693944], [2.882506, -6.630155, 1.590462], [4.311243, -6.786506, 2.074706], [1.582954, -3.895589, -0.352778], [2.745090, -7.037047, 0.588640], [2.221815, -7.277042, 2.167628], [4.748237, -7.764697, 1.874017], [4.399950, -6.459799, 3.110796], [4.964619, -6.257229, 1.381115], [0.805328, -3.549363, -1.033603], [2.243479, -4.672775, -0.737206], [2.108170, -3.059152, 0.108320]],
  "forces_ev_per_a": [[-0.226, -0.345, -0.732], [-0.409, -0.241, -0.163], [0.605, 0.170, 1.140], [-0.703, -0.370, 0.339], [-0.418, 0.474, 0.518], [1.076, -0.097, -1.885], [-0.141, 1.877, -1.445], [-2.324, 0.320, 0.643], [1.457, 0.321, 1.846], [1.446, -1.991, -1.714], [0.046, -0.760, 0.517], [-0.764, 1.104, -0.363], [-0.520, -1.549, 0.638], [-0.035, 0.502, 0.186], [0.416, -0.561, -0.455], [-0.229, -0.001, 0.330], [0.306, 0.126, 0.194], [0.215, -0.101, -0.101], [0.192, 0.200, -0.304], [-0.069, 0.512, -0.311], [0.059, 0.094, 0.409], [-1.123, -2.145, -2.736], [1.619, 0.568, 0.435], [1.135, -0.646, 2.213], [-1.889, -0.024, 0.813], [0.090, 0.694, -0.101], [0.383, -0.139, 0.176], [-0.056, 1.642, -0.557], [-0.463, -0.183, -0.065], [-0.836, 0.634, 0.288], [0.400, -0.061, -0.047], [0.477, 0.005, 0.038], [-0.053, -0.139, 0.058], [-0.103, 0.032, -0.157], [0.226, -0.074, -0.486], [0.236, -0.150, 0.276], [0.044, -1.100, -2.801], [-1.723, 2.101, 0.520], [-0.414, 0.447, 0.288], [1.754, -0.565, 1.232], [-0.511, 0.105, -0.122], [2.175, 0.163, 0.269], [-0.584, -0.300, 0.371], [-0.172, 0.060, -0.023], [-0.093, -0.193, 0.065], [-0.113, -0.233, -0.417], [-0.313, -0.256, 0.280], [0.109, 0.094, -0.154], [-0.198, 0.061, 0.284], [0.273, 0.119, 0.315], [-0.095, -0.400, 0.219], [0.904, 2.202, -1.499], [0.142, 0.044, -1.274], [-1.706, -0.305, 1.470], [0.370, -1.007, 1.706], [0.743, 0.249, -1.419], [-1.067, 0.465, 1.776], [-0.192, -1.057, -0.461], [0.255, -0.327, 0.142], [-0.286, -0.076, 0.672], [0.481, -0.455, -0.038], [0.011, -0.282, -0.247], [0.439, 0.347, -0.446], [-0.305, -0.080, -0.028], [0.036, -0.124, -0.242], [0.137, 0.484, -0.040], [1.345, 2.479, 0.996], [-0.381, -1.732, -1.155], [0.327, -0.278, -0.161], [-1.418, 1.021, -0.310], [-0.056, -2.016, 0.062], [0.205, 0.531, -1.031], [-0.129, -0.935, 1.591], [0.217, 0.480, -0.345], [-0.142, 0.314, 0.369], [-0.771, -0.529, 0.650], [0.339, -0.122, -0.181], [0.051, 0.929, 0.407], [-0.067, -0.442, 0.219], [0.128, 0.575, -0.660], [0.231, -0.156, -0.285]]
}


{
  "formula": "C8H29O9P",
  "method": "ωB97M-V with the def2-TZVPD basis set",
  "smiles": "COP(=O)(OC)OC.CO.CO.CO.CO.CO",
  "fmax_ev_per_a": 1.64,
  "e_above_lowest_kj_mol": 10.60,
  "gap_ev": 10.19,
  "elements": ["C", "O", "P", "O", "O", "C", "O", "C", "H", "H", "H", "H", "H", "H", "H", "H", "H", "C", "O", "H", "H", "H", "H", "C", "O", "H", "H", "H", "H", "C", "O", "H", "H", "H", "H", "C", "O", "H", "H", "H", "H", "C", "O", "H", "H", "H", "H"],
  "positions_angstrom": [[-3.317852, 1.688499, 1.030865], [-2.653969, 2.632728, 1.868891], [-1.113524, 2.973159, 1.590492], [-0.554902, 4.013907, 2.460512], [-0.326770, 1.578899, 1.626565], [-0.295543, 0.944236, 2.898845], [-1.120410, 3.298505, 0.030112], [0.037403, 3.090041, -0.769246], [-2.680201, 1.271384, 0.251236], [-4.169816, 2.209163, 0.596296], [-3.701691, 0.833021, 1.588156], [-0.736524, -0.057115, 2.912667], [-0.788666, 1.479453, 3.714008], [0.737501, 0.789295, 3.222482], [0.834872, 3.727391, -0.368617], [-0.146634, 3.489035, -1.768922], [0.352877, 2.056189, -0.907155], [-0.409758, -1.017667, -0.654769], [-0.055749, -2.150887, 0.110190], [-0.076946, -1.104633, -1.694858], [-1.500832, -0.954870, -0.731970], [-0.073630, -0.078491, -0.208212], [0.835339, -2.050052, 0.481768], [0.334926, -0.687543, -5.014374], [1.127659, -1.335786, -4.039797], [0.464725, -1.249123, -5.936062], [-0.698996, -0.553779, -4.690327], [0.718475, 0.319506, -5.226553], [1.472680, -0.759093, -3.357793], [-2.978922, -2.696455, 1.706953], [-2.703204, -3.413888, 0.535201], [-3.613352, -1.827806, 1.502169], [-3.483706, -3.362593, 2.410121], [-2.083744, -2.337805, 2.227653], [-1.833470, -3.201786, 0.179163], [2.583543, -1.197560, 1.929249], [2.532427, -2.449283, 1.248630], [1.897930, -0.481801, 1.483881], [2.455989, -1.336777, 3.004119], [3.567695, -0.714164, 1.864263], [3.062648, -3.066739, 1.759761], [3.166419, -0.065356, -1.528379], [2.193576, 0.996316, -1.690685], [3.836499, 0.123874, -0.687079], [2.558216, -0.946371, -1.313874], [3.783874, -0.167794, -2.422835], [2.563542, 1.750615, -1.222740]],
  "forces_ev_per_a": [[-0.560, -0.295, -0.358], [1.095, 0.072, 0.140], [-0.266, 0.708, -0.257], [-0.438, -0.609, -0.217], [-0.465, -0.030, 0.156], [0.535, -0.863, 1.283], [-0.279, -0.735, 0.275], [0.677, 0.989, -0.539], [0.079, 0.287, -0.051], [0.082, -0.091, -0.190], [0.140, 0.217, 0.418], [-0.192, 0.136, -0.695], [-0.045, 0.413, -0.375], [0.012, 0.298, -0.230], [0.179, -0.398, 0.046], [-0.397, -0.028, 0.138], [-0.277, -0.005, 0.504], [-0.404, 0.294, -0.454], [-0.043, 0.057, 0.252], [0.293, 0.058, 0.132], [0.026, -0.178, 0.275], [0.145, -0.101, -0.071], [-0.310, -0.399, -0.277], [0.748, 0.969, 0.213], [0.126, -0.780, 0.061], [-0.493, -0.160, 0.034], [-0.116, -0.387, -0.191], [-0.005, -0.054, 0.025], [-0.254, 0.504, -0.147], [0.220, 0.125, 0.373], [-0.112, -0.333, -0.366], [-0.097, -0.024, 0.035], [-0.176, 0.082, -0.091], [0.106, -0.029, -0.213], [0.178, 0.197, 0.310], [1.157, 0.163, 0.413], [0.040, 0.560, 0.057], [-0.412, -0.257, 0.108], [-0.649, 0.146, -0.025], [0.092, -0.214, -0.334], [-0.088, -0.162, -0.154], [-0.636, 0.288, 0.108], [0.830, -0.145, 0.241], [-0.132, -0.027, 0.042], [0.476, -0.269, -0.162], [-0.194, -0.179, -0.043], [-0.194, 0.188, -0.200]]
}